Record 1
# C22H30IN5O7

An isolated molecule of C22H30IN5O7 in a non-equilibrium geometry (the ωB97M-V functional and the def2-TZVPD basis, the OMol25 dataset).

Total energy (eV): -53184.643
SMILES string: CC(C)C[C@@H]1NC(=O)[C@H](C(C)C)NC(=O)c2cc([N+](=O)[O-])cc(I)c2OCC[C@@H](C(N)=O)NC1=O
Gap between HOMO and LUMO (eV): 8.53
E_LUMO (eV): -0.4765
Spin multiplicity: 1

Cartesian coordinates (Å):
1 C 4.65 -0.93 3.03
2 C 3.99 -1.98 2.14
3 C 4.20 -3.37 2.73
4 C 2.48 -1.72 1.98
5 C 2.15 -0.50 1.10
6 N 0.80 -0.02 1.34
7 C -0.26 -0.73 0.91
8 O -0.16 -1.78 0.30
9 C -1.63 -0.07 1.15
10 C -2.05 -0.14 2.63
11 C -3.37 0.60 2.85
12 C -2.15 -1.58 3.13
13 N -2.60 -0.74 0.30
14 C -2.83 -0.48 -1.00
15 O -3.35 -1.28 -1.75
16 C -2.59 0.93 -1.47
17 C -3.27 1.94 -0.80
18 C -3.31 3.23 -1.31
19 N -3.96 4.26 -0.57
20 O -4.28 4.00 0.58
21 O -4.13 5.34 -1.11
22 C -2.76 3.51 -2.56
23 C -2.09 2.52 -3.22
24 I -1.31 2.86 -5.13
25 C -1.92 1.23 -2.68
26 O -1.13 0.42 -3.38
27 C -0.63 -0.80 -2.84
28 C 0.82 -0.99 -3.29
29 C 1.79 0.03 -2.64
30 C 1.49 1.46 -3.10
31 N 1.94 1.76 -4.32
32 O 0.91 2.25 -2.37
33 N 1.69 0.04 -1.20
34 C 2.33 -0.83 -0.39
35 O 3.02 -1.73 -0.81
36 H 4.56 0.07 2.61
37 H 4.20 -0.93 4.02
38 H 5.71 -1.15 3.14
39 H 4.44 -1.95 1.14
40 H 3.77 -4.13 2.07
41 H 5.26 -3.57 2.85
42 H 3.72 -3.45 3.70
43 H 2.04 -1.56 2.97
44 H 2.01 -2.59 1.53
45 H 2.83 0.33 1.33
46 H 0.66 0.79 1.91
47 H -1.57 0.98 0.84
48 H -1.26 0.37 3.21
49 H -3.28 1.65 2.57
50 H -3.66 0.55 3.89
51 H -4.15 0.15 2.25
52 H -3.02 -2.07 2.71
53 H -2.25 -1.59 4.21
54 H -1.26 -2.15 2.85
55 H -2.74 -1.71 0.54
56 H -3.80 1.72 0.11
57 H -2.85 4.51 -2.97
58 H -0.66 -0.80 -1.75
59 H -1.25 -1.63 -3.20
60 H 1.13 -1.98 -2.98
61 H 0.88 -0.91 -4.37
62 H 2.81 -0.25 -2.92
63 H 2.36 1.07 -4.92
64 H 1.72 2.67 -4.71
65 H 1.20 0.84 -0.83



Record 2
# C22H30N2O2S

An isolated molecule of C22H30N2O2S (the ωB97M-V functional and the def2-TZVPD basis, the OMol25 dataset).

Total energy (eV): -41210.997
Relative energy (zero: lowest compared OMol25 entry of this formula, charge and spin) (kcal per mole): 59.1
SMILES string: COc1ccsc1CNCC[C@@]1(c2ccccn2)CCOC2(CCCC2)C1
Gap between HOMO and LUMO (eV): 8.82
E_LUMO (eV): 0.5649
Spin multiplicity: 1

Cartesian coordinates (Å):
1 C 0.22 -2.37 5.56
2 O 0.71 -1.26 4.84
3 C 1.57 -1.52 3.81
4 C 1.98 -2.80 3.35
5 C 2.84 -2.71 2.30
6 S 3.16 -1.09 1.85
7 C 2.13 -0.49 3.11
8 C 1.87 0.98 3.29
9 N 0.46 1.34 3.30
10 C -0.31 0.85 2.16
11 C 0.08 1.58 0.87
12 C -0.68 1.06 -0.37
13 C -0.41 -0.43 -0.48
14 C 0.87 -0.91 -0.70
15 C 1.08 -2.28 -0.73
16 C 0.01 -3.13 -0.52
17 C -1.23 -2.55 -0.30
18 N -1.44 -1.25 -0.28
19 C -2.18 1.35 -0.24
20 C -2.90 1.13 -1.57
21 O -2.38 1.94 -2.60
22 C -1.01 1.68 -2.88
23 C -0.81 0.32 -3.58
24 C 0.14 0.60 -4.75
25 C -0.33 1.97 -5.23
26 C -0.57 2.73 -3.93
27 C -0.16 1.84 -1.60
28 H -0.38 -3.02 4.92
29 H 1.03 -2.94 6.02
30 H -0.42 -1.95 6.34
31 H 1.66 -3.73 3.77
32 H 3.31 -3.51 1.76
33 H 2.28 1.31 4.25
34 H 2.38 1.54 2.50
35 H 0.04 0.97 4.14
36 H -1.36 1.06 2.38
37 H -0.20 -0.23 2.01
38 H -0.11 2.64 1.00
39 H 1.15 1.44 0.69
40 H 1.70 -0.24 -0.85
41 H 2.07 -2.68 -0.90
42 H 0.13 -4.20 -0.53
43 H -2.11 -3.16 -0.13
44 H -2.63 0.70 0.51
45 H -2.31 2.40 0.06
46 H -3.95 1.42 -1.49
47 H -2.85 0.07 -1.84
48 H -1.77 -0.01 -3.97
49 H -0.42 -0.45 -2.92
50 H 1.17 0.66 -4.39
51 H 0.08 -0.17 -5.52
52 H -1.27 1.86 -5.78
53 H 0.40 2.46 -5.87
54 H 0.35 3.22 -3.61
55 H -1.35 3.49 -4.03
56 H 0.86 1.56 -1.83
57 H -0.18 2.90 -1.34



Record 3
# C22H30N3O2

A structure of composition C22H30N3O2 in a non-equilibrium geometry (the ωB97M-V functional and the def2-TZVPD basis, the OMol25 dataset).

Total energy (eV): -31856.762
Relative energy (zero: lowest compared OMol25 entry of this formula, charge and spin) (kcal per mole): 117.1
Charge: +1
Gap between HOMO and LUMO (eV): 6.94
E_LUMO (eV): -3.4441
Spin multiplicity: 1

Cartesian coordinates (Å):
1 C 6.82 -3.45 -1.97
2 O 6.48 -2.28 -2.74
3 C 5.76 -1.27 -2.20
4 C 5.55 -0.15 -3.04
5 C 4.85 0.93 -2.57
6 C 4.28 0.93 -1.27
7 C 3.58 2.12 -0.78
8 C 2.51 2.14 0.11
9 C 1.84 3.32 0.65
10 C 1.68 3.29 2.13
11 C 1.79 4.47 2.89
12 C 1.65 4.48 4.27
13 C 1.36 3.28 4.97
14 O 1.22 3.38 6.31
15 C 0.90 2.21 7.09
16 C 1.27 2.07 4.23
17 C 1.41 2.10 2.85
18 C 4.45 -0.21 -0.46
19 C 5.20 -1.29 -0.90
20 H 7.38 -4.06 -2.68
21 H 7.45 -3.23 -1.09
22 H 5.90 -3.97 -1.67
23 H 5.97 -0.17 -4.04
24 H 4.74 1.82 -3.20
25 H 3.92 3.06 -1.24
26 H 2.23 1.14 0.49
27 H 2.25 4.27 0.25
28 H 1.92 5.42 2.38
29 H 1.75 5.39 4.85
30 H 0.81 2.61 8.10
31 H -0.05 1.76 6.78
32 H 1.71 1.48 7.04
33 H 1.11 1.12 4.76
34 H 1.24 1.18 2.29
35 H 4.03 -0.21 0.55
36 H 5.36 -2.14 -0.24
37 C 0.08 4.81 -3.82
38 N 0.64 4.59 -2.47
39 C 2.05 4.84 -2.31
40 C -0.13 4.41 -1.37
41 N 0.41 4.24 -0.17
42 N -1.52 4.41 -1.48
43 C -2.18 3.66 -2.54
44 C -2.37 5.07 -0.51
45 H -0.72 5.58 -3.81
46 H 0.92 5.16 -4.43
47 H -0.26 3.85 -4.28
48 H 2.18 5.58 -1.51
49 H 2.53 3.91 -2.03
50 H 2.44 5.19 -3.28
51 H -0.30 3.96 0.50
52 H -1.73 2.66 -2.66
53 H -3.22 3.52 -2.26
54 H -2.22 4.18 -3.51
55 H -1.76 5.68 0.15
56 H -3.11 5.70 -1.00
57 H -2.95 4.33 0.04



Record 4
# C22H30N4O4

An isolated molecule of C22H30N4O4 in a non-equilibrium geometry (the ωB97M-V functional and the def2-TZVPD basis, the OMol25 dataset).

Total energy (eV): -37452.005
Relative energy (zero: lowest compared OMol25 entry of this formula, charge and spin) (kcal per mole): 63.1
SMILES string: COc1ccc2nc(/C=N/NC(=O)CCCCCNC(=O)OC(C)(C)C)ccc2c1
Gap between HOMO and LUMO (eV): 8.05
E_LUMO (eV): 0.0669
Spin multiplicity: 1

Cartesian coordinates (Å):
1 C -9.12 -0.32 -0.81
2 O -8.03 -0.82 -0.08
3 C -6.82 -0.23 -0.20
4 C -6.56 0.88 -1.03
5 C -5.30 1.42 -1.10
6 C -4.24 0.88 -0.35
7 N -3.03 1.45 -0.44
8 C -2.04 0.95 0.27
9 C -0.75 1.60 0.12
10 N 0.26 1.22 0.79
11 N 1.43 1.83 0.64
12 C 2.55 1.41 1.31
13 O 2.53 0.50 2.11
14 C 3.80 2.20 0.96
15 C 4.07 2.26 -0.55
16 C 5.53 2.58 -0.87
17 C 6.53 1.49 -0.47
18 C 6.23 0.11 -1.05
19 N 5.33 -0.67 -0.23
20 C 4.17 -1.20 -0.68
21 O 3.67 -0.92 -1.75
22 O 3.69 -2.05 0.23
23 C 2.43 -2.74 0.03
24 C 2.24 -3.53 1.33
25 C 1.29 -1.75 -0.15
26 C 2.55 -3.68 -1.17
27 C -2.19 -0.16 1.13
28 C -3.41 -0.75 1.24
29 C -4.50 -0.24 0.49
30 C -5.79 -0.77 0.54
31 H -9.97 -0.95 -0.55
32 H -9.34 0.72 -0.54
33 H -8.95 -0.38 -1.89
34 H -7.35 1.31 -1.62
35 H -5.10 2.27 -1.73
36 H -0.71 2.43 -0.59
37 H 1.51 2.60 -0.04
38 H 3.70 3.21 1.37
39 H 4.62 1.70 1.47
40 H 3.45 3.04 -1.00
41 H 3.80 1.31 -1.01
42 H 5.61 2.73 -1.95
43 H 5.81 3.51 -0.38
44 H 7.52 1.81 -0.82
45 H 6.59 1.41 0.62
46 H 7.17 -0.44 -1.18
47 H 5.75 0.21 -2.03
48 H 5.66 -0.98 0.67
49 H 2.22 -2.85 2.17
50 H 1.31 -4.09 1.29
51 H 3.07 -4.23 1.47
52 H 1.43 -1.17 -1.06
53 H 1.26 -1.07 0.70
54 H 0.35 -2.28 -0.20
55 H 1.63 -4.25 -1.28
56 H 3.38 -4.37 -1.04
57 H 2.71 -3.10 -2.08
58 H -1.33 -0.51 1.68
59 H -3.57 -1.60 1.89
60 H -6.00 -1.62 1.18



Record 5
# C22H30N4O5S

An isolated molecule of C22H30N4O5S (the ωB97M-V functional and the def2-TZVPD basis, the OMol25 dataset).

Total energy (eV): -50337.084
Relative energy (zero: lowest compared OMol25 entry of this formula, charge and spin) (kcal per mole): 0.2
SMILES string: CCOC(=O)[C@@H]1CCCN(C(=O)CCCNC(=O)Cn2cnc3sc(C)c(C)c3c2=O)C1
Gap between HOMO and LUMO (eV): 8.40
E_LUMO (eV): 0.5641
Spin multiplicity: 1

Cartesian coordinates (Å):
1 C -4.57 -0.26 3.15
2 C -5.02 -0.46 1.71
3 O -4.00 -1.16 0.99
4 C -3.63 -0.71 -0.20
5 O -4.11 0.26 -0.74
6 C -2.52 -1.56 -0.79
7 C -2.95 -3.03 -0.87
8 C -1.79 -3.89 -1.36
9 C -0.57 -3.67 -0.46
10 N -0.21 -2.27 -0.47
11 C 0.88 -1.71 -1.04
12 O 1.07 -0.51 -0.99
13 C 1.89 -2.62 -1.72
14 C 2.92 -3.18 -0.72
15 C 4.07 -2.20 -0.47
16 N 3.62 -0.98 0.15
17 C 4.13 -0.54 1.31
18 O 5.04 -1.07 1.91
19 C 3.48 0.74 1.87
20 N 2.59 1.43 0.96
21 C 3.09 2.02 -0.15
22 N 2.39 2.61 -1.06
23 C 1.07 2.65 -0.84
24 S -0.05 3.36 -1.94
25 C -1.38 3.01 -0.86
26 C -2.77 3.38 -1.23
27 C -0.97 2.38 0.28
28 C -1.90 2.02 1.40
29 C 0.43 2.15 0.29
30 C 1.21 1.42 1.26
31 O 0.80 0.83 2.24
32 C -1.25 -1.42 0.06
33 H -3.66 0.34 3.18
34 H -4.37 -1.22 3.62
35 H -5.35 0.25 3.70
36 H -5.92 -1.07 1.67
37 H -5.21 0.49 1.21
38 H -2.31 -1.17 -1.80
39 H -3.80 -3.13 -1.54
40 H -3.25 -3.36 0.13
41 H -2.07 -4.94 -1.35
42 H -1.53 -3.62 -2.39
43 H 0.27 -4.29 -0.78
44 H -0.82 -3.94 0.57
45 H 1.39 -3.44 -2.24
46 H 2.41 -2.02 -2.46
47 H 2.44 -3.42 0.23
48 H 3.35 -4.10 -1.12
49 H 4.82 -2.64 0.20
50 H 4.56 -1.96 -1.43
51 H 2.83 -0.52 -0.28
52 H 2.88 0.45 2.74
53 H 4.28 1.40 2.20
54 H 4.16 1.97 -0.28
55 H -3.40 2.49 -1.25
56 H -3.19 4.07 -0.50
57 H -2.79 3.85 -2.21
58 H -1.42 1.31 2.06
59 H -2.14 2.92 1.97
60 H -2.83 1.62 1.01
61 H -0.89 -0.39 0.06
62 H -1.47 -1.72 1.09



Record 6
# C22H30N5O5S4SeTl

A structure of composition C22H30N5O5S4SeTl (the ωB97M-V functional and the def2-TZVPD basis, the OMol25 dataset).

Total energy (eV): -154367.287
Relative energy (zero: lowest compared OMol25 entry of this formula, charge and spin) (kcal per mole): 25.7
Gap between HOMO and LUMO (eV): 7.66
E_LUMO (eV): -0.8480
Spin multiplicity: 1

Cartesian coordinates (Å):
1 Tl -0.37 0.68 0.27
2 O 1.18 3.31 3.25
3 C 0.48 2.71 2.43
4 N 0.85 1.63 1.73
5 C 2.02 0.91 2.11
6 C 1.66 -0.50 2.54
7 C 2.59 -1.28 3.23
8 C 2.24 -2.56 3.61
9 C 0.97 -3.03 3.31
10 C 0.11 -2.20 2.62
11 N 0.45 -0.96 2.24
12 C -0.95 3.15 2.24
13 C -1.29 4.46 2.54
14 C -2.62 4.83 2.49
15 C -3.57 3.85 2.19
16 C -3.13 2.58 1.91
17 N -1.84 2.23 1.90
18 H 2.51 1.42 2.93
19 H 2.73 0.85 1.27
20 H 3.56 -0.87 3.45
21 H 2.95 -3.19 4.15
22 H 0.64 -4.02 3.60
23 H -0.89 -2.52 2.38
24 H -0.51 5.16 2.81
25 H -2.93 5.84 2.69
26 H -4.63 4.08 2.17
27 H -3.84 1.79 1.68
28 C -1.95 0.55 -3.11
29 C -3.40 0.67 -2.67
30 S -3.62 1.39 -1.02
31 C -4.78 0.21 -0.32
32 C -4.24 -1.20 -0.10
33 S -2.60 -1.31 0.71
34 C -1.77 -2.44 -0.42
35 C -1.58 -1.97 -1.87
36 S -0.76 -0.37 -2.10
37 H -1.46 1.53 -3.21
38 H -1.91 0.08 -4.09
39 H -3.91 -0.29 -2.71
40 H -3.90 1.31 -3.40
41 H -5.68 0.12 -0.94
42 H -5.11 0.64 0.62
43 H -4.15 -1.73 -1.04
44 H -4.93 -1.77 0.52
45 H -2.33 -3.38 -0.44
46 H -0.81 -2.66 0.04
47 H -2.53 -1.93 -2.39
48 H -0.96 -2.72 -2.37
49 C 4.05 -3.76 -1.53
50 N 4.05 -2.33 -1.67
51 C 5.01 -1.66 -2.55
52 C 4.55 -0.19 -2.49
53 N 3.25 -0.30 -1.85
54 C 3.00 -1.52 -1.40
55 S 1.60 -2.00 -0.58
56 H 5.05 -4.10 -1.24
57 H 3.77 -4.26 -2.47
58 H 3.34 -4.04 -0.76
59 H 4.95 -2.07 -3.56
60 H 6.02 -1.80 -2.19
61 H 4.46 0.26 -3.48
62 H 5.22 0.42 -1.89
63 H 2.58 0.48 -1.68
64 O 1.48 1.50 -1.09
65 Se 0.67 2.85 -1.67
66 O 0.40 2.67 -3.26
67 O -0.80 2.60 -0.86
68 O 1.36 4.22 -1.21



Record 7
# C22H30N6O4

An isolated molecule of C22H30N6O4 in a non-equilibrium geometry (the ωB97M-V functional and the def2-TZVPD basis, the OMol25 dataset).

Total energy (eV): -40433.180
Relative energy (zero: lowest compared OMol25 entry of this formula, charge and spin) (kcal per mole): 18.5
SMILES string: CCCCCn1c(CN2CCN(C(=O)c3ccco3)CC2)nc2c1c(=O)n(C)c(=O)n2C
Gap between HOMO and LUMO (eV): 8.92
E_LUMO (eV): 0.5656
Spin multiplicity: 1

Cartesian coordinates (Å):
1 C 2.17 4.07 -3.01
2 C 0.97 4.41 -2.13
3 C 0.92 3.59 -0.84
4 C 0.89 2.07 -1.05
5 C -0.32 1.62 -1.87
6 N -0.39 0.18 -1.92
7 C -1.10 -0.65 -1.14
8 C -2.03 -0.20 -0.06
9 N -1.28 0.50 0.98
10 C -0.41 -0.37 1.74
11 C -1.15 -1.24 2.77
12 N -1.95 -0.40 3.63
13 C -1.78 -0.15 4.95
14 O -2.38 0.75 5.52
15 C -0.88 -1.00 5.76
16 C -0.46 -0.72 7.04
17 C 0.32 -1.81 7.46
18 C 0.32 -2.69 6.41
19 O -0.39 -2.21 5.38
20 C -2.87 0.43 2.89
21 C -2.10 1.29 1.88
22 N -0.88 -1.93 -1.42
23 C 0.01 -1.92 -2.43
24 C 0.34 -0.61 -2.77
25 C 1.26 -0.31 -3.82
26 O 1.62 0.80 -4.19
27 N 1.75 -1.47 -4.42
28 C 2.70 -1.32 -5.51
29 C 1.43 -2.79 -4.11
30 O 1.93 -3.71 -4.71
31 N 0.54 -2.99 -3.08
32 C 0.15 -4.33 -2.70
33 H 2.23 4.78 -3.84
34 H 2.09 3.08 -3.43
35 H 3.09 4.14 -2.44
36 H 0.05 4.27 -2.70
37 H 1.02 5.47 -1.85
38 H 1.79 3.83 -0.24
39 H 0.03 3.88 -0.27
40 H 1.80 1.75 -1.56
41 H 0.85 1.58 -0.08
42 H -1.24 2.00 -1.43
43 H -0.22 1.98 -2.90
44 H -2.57 -1.08 0.29
45 H -2.75 0.51 -0.49
46 H 0.14 -1.02 1.05
47 H 0.31 0.26 2.27
48 H -0.43 -1.82 3.35
49 H -1.81 -1.95 2.25
50 H -0.70 0.17 7.59
51 H 0.81 -1.93 8.40
52 H 0.78 -3.65 6.28
53 H -3.40 1.07 3.60
54 H -3.60 -0.21 2.37
55 H -2.80 1.89 1.29
56 H -1.43 1.96 2.42
57 H 3.64 -1.82 -5.26
58 H 2.30 -1.77 -6.42
59 H 2.87 -0.25 -5.65
60 H 0.43 -4.51 -1.66
61 H -0.92 -4.45 -2.81
62 H 0.68 -5.02 -3.35



Record 8
# C22H30NiO2Si

A structure of composition C22H30NiO2Si in a non-equilibrium geometry (the ωB97M-V functional and the def2-TZVPD basis, the OMol25 dataset).

Total energy (eV): -76308.438
Relative energy (zero: lowest compared OMol25 entry of this formula, charge and spin) (kcal per mole): 19.3
Gap between HOMO and LUMO (spin up / spin down) (eV): 6.45 / 6.40
E_LUMO (spin up / spin down) (eV): 0.0687 / -0.6300
Expectation value of S²: 2.016
Spin multiplicity: 3

Cartesian coordinates (Å):
1 C 0.67 1.95 2.62
2 C 1.08 2.57 1.43
3 C -0.08 3.00 0.64
4 H 2.11 2.68 1.08
5 C -1.22 2.53 1.45
6 C -0.78 1.89 2.62
7 H -1.38 1.52 3.46
8 H 1.29 1.58 3.46
9 H -0.13 3.98 0.08
10 H -2.25 2.62 1.12
11 Ni -0.12 2.19 -1.24
12 C -1.51 -1.69 0.71
13 H -2.38 -1.45 1.33
14 H -1.24 -2.73 0.88
15 H -0.63 -1.01 0.83
16 Si 0.78 0.24 -1.35
17 C 1.59 -0.55 -2.79
18 C 2.50 0.54 -2.87
19 H 2.40 1.42 -2.19
20 C 3.51 0.48 -3.82
21 H 4.15 1.35 -3.92
22 C 3.59 -0.72 -4.57
23 H 4.35 -0.73 -5.34
24 C 2.80 -1.84 -4.36
25 H 2.95 -2.78 -4.92
26 C 1.75 -1.79 -3.42
27 H 1.10 -2.64 -3.18
28 C -1.01 0.97 -2.27
29 C -0.80 1.11 -3.69
30 H 0.07 0.64 -4.15
31 C -1.76 1.77 -4.49
32 H -1.56 2.00 -5.55
33 C -2.99 2.15 -3.92
34 H -3.67 2.78 -4.50
35 C -3.34 1.74 -2.61
36 H -4.36 1.94 -2.25
37 C -2.38 1.09 -1.79
38 H -2.68 0.59 -0.86
39 H 0.76 -0.76 -0.28
40 H -1.80 -1.55 -0.30
41 C 2.12 -0.89 3.70
42 O 1.52 -1.57 2.60
43 C 0.83 -2.75 2.99
44 C -0.42 -2.50 3.84
45 O -1.03 -1.31 3.37
46 C -2.27 -0.97 3.96
47 H 2.91 -1.51 4.18
48 H 1.37 -0.62 4.46
49 H 2.56 0.01 3.27
50 H 1.49 -3.42 3.58
51 H 0.56 -3.24 2.05
52 H -1.10 -3.36 3.72
53 H -0.13 -2.36 4.89
54 H -3.00 -1.81 3.98
55 H -2.12 -0.61 4.99
56 H -2.69 -0.16 3.35